i:
An isolated molecule of C8H14O. Source: the Open Molecules 2025 dataset; level of theory: ωB97M-V/def2-TZVPD.

Computed properties:
LUMO energy = 1.04 eV
multiplicity = 1
SMILES string = C[C@@H]1C[C@@]2(C)OCC[C@@H]12
HOMO-LUMO gap = 10.29 eV

Structure (XYZ):
```
23
C8H14O ωB97M-V/def2-TZVPD
C -2.531 -0.177 -0.097
C -1.135 -0.551 0.544
C -0.476 0.732 1.293
C 0.686 0.633 0.205
C 1.034 2.018 -0.540
O 1.858 0.159 0.545
C 1.800 -1.260 0.563
C 0.787 -1.573 -0.633
C -0.122 -0.391 -0.611
H -3.312 0.140 0.636
H -2.836 -1.040 -0.781
H -2.245 0.797 -0.782
H -1.012 -1.647 0.887
H -1.236 1.554 1.073
H -0.101 0.661 2.296
H 1.292 1.603 -1.762
H 1.994 2.583 -0.095
H 0.156 2.744 -0.727
H 2.782 -1.766 0.503
H 1.231 -1.515 1.532
H 1.451 -1.307 -1.559
H 0.300 -2.468 -0.848
H -0.367 0.070 -1.642
```

Here are the Mulliken charges for atoms 1 to 2, given in e: -1.240, 0.239

=====

ii:
A structure of composition C8H14O. Source: the Open Molecules 2025 dataset; level of theory: ωB97M-V/def2-TZVPD.

Computed properties:
LUMO energy = 0.88 eV
multiplicity = 1
HOMO-LUMO gap = 9.06 eV

Structure (XYZ):
```
23
C8H14O ωB97M-V/def2-TZVPD
C -1.015 -0.533 -0.581
C 1.624 -0.362 1.739
C -1.756 -0.167 0.704
C -0.642 -2.020 -0.601
C 0.209 0.329 -0.858
C 0.512 1.498 -0.123
C 0.815 0.341 -2.082
C 0.288 2.769 0.050
O 1.764 0.430 0.589
H -1.699 -0.354 -1.420
H 1.231 -1.363 1.513
H 0.976 0.096 2.500
H 2.616 -0.497 2.179
H -1.125 -0.310 1.578
H 0.004 -2.260 0.240
H -2.641 -0.794 0.813
H -2.076 0.875 0.691
H -1.545 -2.629 -0.538
H -0.114 -2.285 -1.516
H 0.508 -0.346 -2.859
H 1.674 0.960 -2.277
H -0.322 3.334 -0.641
H 0.712 3.286 0.902
```

Here are the Mulliken charges for atoms 1 to 2, given in e: 0.590, -0.558

=====

The computed energies, referenced to the most stable structure and given in kJ/mol, are i 0.0; ii 78.6.